Molecular formula: C20H34CaCl3F6NO2S6SbSi
Method: DFT, the ωB97M-V functional and the def2-TZVPD basis

Last column: Mulliken spin population.
Atoms and positions in Å:
Ca (-0.422, 2.018, -0.652)  0.014
C (-1.104, -3.072, -3.272)  0.000
C (-1.933, -3.508, -2.071)  0.000
S (-1.027, -3.174, -0.539)  0.000
C (-2.324, -3.390, 0.707)  0.001
C (-3.643, -2.666, 0.438)  0.000
S (-3.418, -0.889, 0.139)  0.000
C (-4.635, -0.668, -1.184)  0.000
C (-4.583, 0.745, -1.755)  0.000
S (-2.982, 1.387, -2.310)  0.000
C (-2.754, 0.666, -3.955)  0.000
C (-2.466, -0.823, -4.074)  0.000
S (-0.846, -1.280, -3.402)  -0.001
H (-1.574, -3.429, -4.191)  0.000
H (-0.108, -3.520, -3.236)  0.000
H (-2.166, -4.572, -2.150)  0.000
H (-2.869, -2.951, -2.056)  0.000
H (-1.868, -3.004, 1.619)  -0.001
H (-2.529, -4.451, 0.859)  0.000
H (-4.294, -2.817, 1.300)  0.000
H (-4.155, -3.101, -0.421)  0.000
H (-5.643, -0.831, -0.798)  0.000
H (-4.454, -1.411, -1.960)  0.000
H (-4.898, 1.455, -0.992)  0.000
H (-5.286, 0.825, -2.587)  0.000
H (-1.933, 1.238, -4.389)  0.000
H (-3.652, 0.894, -4.533)  0.000
H (-2.483, -1.075, -5.136)  0.000
H (-3.237, -1.412, -3.581)  0.000
C (4.848, -0.374, 3.593)  0.005
Si (4.835, 0.892, 2.203)  -0.009
C (6.442, 0.828, 1.233)  0.005
C (4.615, 2.611, 2.908)  0.002
C (3.482, 0.279, 0.999)  0.065
C (3.733, -0.965, 0.406)  -0.042
C (2.813, -1.554, -0.437)  0.117
C (1.623, -0.879, -0.703)  -0.003
N (1.350, 0.300, -0.178)  0.053
C (2.253, 0.873, 0.654)  0.028
S (1.739, 2.390, 1.286)  0.775
H (5.626, -0.137, 4.323)  0.000
H (5.033, -1.387, 3.227)  0.000
H (3.888, -0.376, 4.117)  0.000
H (7.272, 1.150, 1.868)  0.000
H (6.403, 1.503, 0.374)  0.000
H (6.681, -0.172, 0.865)  0.000
H (5.493, 2.841, 3.521)  0.000
H (3.733, 2.695, 3.543)  0.001
H (4.546, 3.374, 2.130)  -0.001
H (4.663, -1.483, 0.620)  0.001
H (2.996, -2.518, -0.892)  0.002
H (0.864, -1.296, -1.352)  -0.010
F (-1.837, 1.731, 1.190)  -0.008
Sb (-2.597, 3.486, 1.591)  -0.001
F (-3.309, 2.839, 3.198)  0.000
F (-0.926, 3.860, 2.380)  0.003
F (-3.225, 5.227, 1.843)  0.000
F (-1.724, 3.907, -0.101)  0.000
F (-4.101, 2.977, 0.581)  0.000
C (0.612, -1.909, 3.420)  0.000
S (-0.264, -0.518, 2.680)  0.003
C (-1.356, -0.095, 4.048)  -0.001
H (-0.080, -2.704, 3.703)  0.001
H (1.181, -1.599, 4.298)  0.001
H (1.299, -2.298, 2.668)  0.001
H (-0.781, 0.177, 4.933)  0.001
H (-2.021, -0.926, 4.283)  0.001
H (-1.955, 0.758, 3.737)  0.001
Cl (2.351, 3.989, -4.847)  0.000
C (1.687, 3.217, -3.430)  0.001
Cl (2.997, 2.593, -2.389)  0.002
Cl (0.758, 4.413, -2.476)  0.002
C (0.758, 1.974, -3.775)  -0.002
O (0.868, 1.470, -4.869)  0.000
O (0.024, 1.651, -2.794)  -0.007

## Properties
* 2S+1: 2
* strongest force on any atom: 0.65 eV/Å
* ⟨S²⟩: 0.772
* Kohn-Sham gap (alpha / beta): 8.257 / 5.179 eV
* HOMO level (alpha / beta): -8.32 / -8.32 eV
* energy above the lowest of the compared OMol25 structures with the same formula, charge and spin: 3.1 kcal/mol